1.
Entry from the OMol25 dataset: the molecule C2H5FSi in a non-equilibrium geometry (ωB97M-V/def2-TZVPD).

Results
* spin multiplicity: 1
* ΔE to the lowest compared entry with this formula, charge and spin: 43.90 kcal per mole
* orbital gap: 10.364 eV
* SMILES: C=C[SiH2]F

Last column: Mulliken charge in e.
Atoms and positions in Å:
C  -1.5708  0.5571  0.4555  -0.461
C  -0.6089  -0.2710  0.2123  -0.443
F  2.5268  0.6031  -1.4684  -0.409
Si  1.3392  -0.1653  -0.3414  0.698
H  -1.6387  1.6694  0.3686  0.234
H  -2.4613  0.0431  0.8278  0.208
H  -0.9341  -1.2458  0.1141  0.317
H  1.4128  -1.1666  -1.2767  -0.094
H  1.9350  -0.0240  1.1082  -0.050



2.
Entry from the OMol25 dataset: a 2-piece molecular cluster, CH3O4S2 overall in a non-equilibrium geometry (ωB97M-V/def2-TZVPD).

Results
* spin multiplicity: 1
* ΔE to the lowest compared entry with this formula, charge and spin: 17.94 kcal per mole
* orbital gap: 7.484 eV
* total charge: -1

Last column: Mulliken charge in e.
Atoms and positions in Å:
C  1.3713  0.8390  1.7604  -0.095
O  -0.4855  -0.6836  -0.9923  -0.521
O  -0.1433  1.6704  -1.7187  -0.555
O  -2.3721  0.8102  -0.9634  -0.542
O  1.2290  0.4635  0.5795  -0.593
S  0.3750  1.8331  2.6373  -0.504
S  -0.6974  0.9458  -0.6017  0.832
H  2.2961  0.5081  2.2805  0.290
H  0.4171  -0.8674  -0.7279  0.396
H  -2.4585  0.3704  -1.8090  0.291



3.
Entry from the OMol25 dataset: C19H32BBr2F16NbO5P as an isolated structure in a non-equilibrium geometry (ωB97M-V/def2-TZVPD).

Results
* spin multiplicity: 1
* orbital gap: 6.396 eV
* total charge: -1

Last column: Mulliken charge in e.
Atoms and positions in Å:
C  0.0410  4.0366  1.2498  -1.194
C  0.3377  3.0815  0.1064  -0.293
O  -0.2210  1.8007  0.3637  -0.130
C  0.6891  0.7211  0.1624  -0.530
C  1.6959  0.5603  1.2972  -0.773
Nb  1.0273  0.3006  3.4425  -0.886
B  3.2049  1.2466  3.5239  0.734
O  3.1302  2.6116  3.3276  -0.401
C  4.6362  0.6032  3.7386  -0.513
C  4.9199  -0.7064  2.9701  -0.939
C  -0.6194  -1.1998  2.9582  -0.369
Br  -0.1021  -2.8340  1.9854  -0.254
C  -1.3748  -1.6279  4.2132  -0.103
C  -2.6848  -2.4089  3.9755  -1.121
P  0.8085  0.9209  5.9739  0.322
O  -0.5031  1.9158  6.1977  -0.451
Br  2.4760  2.3590  6.5486  -0.395
H  -0.9191  3.7703  1.7128  0.265
H  0.7904  3.9748  2.0488  0.151
H  -0.0118  5.0736  0.8948  0.382
H  -0.0810  3.4685  -0.8380  0.375
H  1.4217  2.9669  -0.0441  0.316
H  1.2252  0.8995  -0.7936  0.196
H  0.0867  -0.1870  0.0222  0.174
H  2.3797  1.4227  1.2278  0.389
H  2.2977  -0.3512  1.1144  0.300
H  -0.0003  1.8347  3.3632  0.233
H  1.9747  -1.2065  3.9770  0.042
H  3.8620  2.9473  2.8020  0.258
H  5.4101  1.3556  3.4904  0.337
H  4.7356  0.4388  4.8250  0.246
H  5.5988  -0.5215  2.1262  0.274
H  5.3942  -1.4770  3.5923  0.305
H  3.9949  -1.1464  2.5789  0.113
H  -1.3049  -0.6676  2.2731  0.244
H  -0.6948  -2.2272  4.8317  0.397
H  -1.6129  -0.7017  4.7662  0.193
H  -2.9305  -2.4648  2.9049  0.231
H  -2.6193  -3.4368  4.3481  0.289
H  -3.5292  -1.9263  4.4817  0.331
H  -0.3686  2.4934  6.9544  0.262
C  -3.1808  1.6959  -1.1654  -0.232
C  -4.6564  1.9933  -0.8849  0.714
C  -5.3037  1.4025  0.3772  0.148
F  -5.3457  0.0592  0.3107  -0.221
F  -6.5787  1.8533  0.4505  -0.294
F  -5.4249  1.6992  -1.9547  -0.308
F  -4.7139  3.3494  -0.6855  -0.329
O  -2.9021  0.6671  -2.1057  -0.358
C  -2.7294  -0.6269  -1.7385  0.759
C  -3.6688  -1.5561  -2.5265  0.094
F  -4.9514  -1.2360  -2.2738  -0.251
F  -3.4584  -2.8308  -2.1342  -0.256
F  -2.8443  -0.8201  -0.4210  -0.207
F  -1.4535  -1.0059  -2.0935  -0.203
H  -2.8232  2.6030  -1.6487  0.328
H  -2.6109  1.5599  -0.2442  0.031
H  -4.7626  1.7145  1.2729  0.323
H  -3.4704  -1.4650  -3.5960  0.238
C  1.5277  -2.6325  -3.9698  -0.860
C  2.2878  -1.3105  -3.8034  0.933
C  1.5192  0.0005  -4.0573  0.516
F  1.1227  0.0843  -5.3445  -0.259
F  2.3496  1.0346  -3.8043  -0.283
F  3.4260  -1.3170  -4.5277  -0.295
F  2.6211  -1.2570  -2.4844  -0.274
O  1.7130  -3.3319  -5.1914  -0.410
C  0.9259  -3.1774  -6.2839  0.874
C  1.7348  -2.7356  -7.5199  0.152
F  2.3185  -1.5443  -7.3065  -0.219
F  0.8905  -2.6155  -8.5705  -0.261
F  -0.1205  -2.3643  -6.0723  -0.277
F  0.4194  -4.3990  -6.6080  -0.313
H  1.9653  -3.2846  -3.2160  0.424
H  0.4723  -2.5002  -3.7298  0.399
H  0.6501  0.0655  -3.3975  -0.066
H  2.4948  -3.4850  -7.7464  0.236



4.
Entry from the OMol25 dataset: an isolated ion of composition C5H10NO and charge +1 in a non-equilibrium geometry (ωB97M-V/def2-TZVPD).

Results
* spin multiplicity: 1
* ΔE to the lowest compared entry with this formula, charge and spin: 126.06 kcal per mole
* orbital gap (alpha / beta): 6.979 / 6.952 eV
* total charge: +1

Last column: Mulliken charge in e.
Atoms and positions in Å:
C  -1.1277  -0.7186  0.0125  -0.576
C  0.7444  -2.5342  -1.4959  -0.369
C  -0.8907  0.6317  0.5055  -0.138
C  -0.5835  -0.5489  -1.3605  -0.122
C  0.8401  2.2752  1.3592  -0.906
N  0.2256  1.0159  1.0383  -0.070
O  0.2103  -1.4311  -1.9229  -0.237
H  -0.7022  -1.5169  0.6311  0.351
H  -2.2556  -1.0625  0.1471  0.273
H  1.5312  -2.9285  -2.2034  0.255
H  0.6982  -3.0238  -0.5677  0.337
H  -1.5781  1.3450  0.1278  0.467
H  -0.9075  0.3781  -1.8355  0.387
H  0.1396  3.0310  1.7233  0.329
H  1.5337  2.1478  2.0495  0.366
H  1.3015  2.6701  0.4526  0.361
H  0.8207  0.2698  1.3390  0.295



5.
Entry from the OMol25 dataset: C76H74Cl4N9O5SW as an isolated structure in a non-equilibrium geometry (ωB97M-V/def2-TZVPD).

Results
* spin multiplicity: 2
* orbital gap (alpha / beta): 5.492 / 5.739 eV
* total charge: +2

Last column: Mulliken charge in e.
Atoms and positions in Å:
W  -0.2214  -0.2691  -0.3680  1.058
C  -7.9375  -0.6187  1.1187  -1.805
C  -6.5114  -0.0510  1.1420  1.827
C  -6.2092  0.5605  2.5180  -1.276
C  -6.3784  1.0195  0.0568  -1.616
C  -5.4712  -1.1511  0.8908  0.226
O  -4.6001  -1.0751  0.0486  -0.689
N  -5.6036  -2.2043  1.7482  0.495
C  -4.9128  -3.4159  1.8360  -0.222
C  -5.6380  -4.4928  2.3541  -0.755
C  -5.0802  -5.7459  2.4872  -0.991
C  -3.7576  -5.9467  2.1212  -1.226
C  -3.0253  -4.8916  1.6154  -0.206
C  -3.5787  -3.6161  1.4556  0.827
C  -2.7408  -2.5506  0.8631  0.808
C  -2.2112  -2.7733  -0.4071  0.895
C  -2.4705  -3.9510  -1.1713  -2.420
C  -1.8108  -3.8175  -2.3486  -2.156
C  -1.2047  -2.5264  -2.3280  1.081
N  -1.4130  -1.9028  -1.1144  0.119
C  -0.6076  -1.9475  -3.4445  1.632
C  -0.2832  -0.5946  -3.5004  0.739
C  0.1227  0.0573  -4.7007  -2.254
C  0.2586  1.3759  -4.4148  -1.981
C  -0.0939  1.5391  -3.0444  0.643
C  -0.1887  2.7784  -2.4221  1.042
C  -0.5764  2.8955  -1.0915  0.547
N  -0.6981  1.8538  -0.1931  0.166
C  -0.8999  2.4711  1.0241  0.761
C  -1.2024  1.8310  2.2223  0.128
C  -1.6782  0.5267  2.2486  0.677
C  -2.3368  -0.0469  3.3781  -1.763
C  -2.8225  -1.2479  2.9720  -1.341
C  -2.4429  -1.4066  1.6053  0.387
N  -1.7540  -0.3076  1.1586  -0.204
C  -1.2028  2.6328  3.4702  -0.202
C  -2.3369  3.3551  3.8233  -0.010
C  -2.3381  4.1399  4.9618  -1.069
C  -1.1913  4.2315  5.7329  -0.542
C  -0.0604  3.5102  5.3910  -0.240
C  -0.0600  2.6766  4.2778  -0.065
N  1.0589  1.9101  3.8938  0.809
C  1.6574  0.7927  4.3920  -0.029
O  2.4275  0.2005  3.6553  -0.482
C  1.4232  0.2946  5.8196  2.596
C  1.8498  -1.1822  5.8583  -1.703
C  -0.0261  0.3921  6.2964  -1.467
C  2.3474  1.0911  6.7506  -1.701
C  -0.9339  3.8890  0.8778  -1.688
C  -0.7820  4.1483  -0.4436  -2.082
C  0.1976  4.0028  -3.1692  -0.218
C  -0.5836  4.4972  -4.2039  -0.336
C  -0.1916  5.6239  -4.9038  -1.224
C  1.0026  6.2512  -4.5895  -0.619
C  1.7942  5.7717  -3.5580  -0.323
C  1.3856  4.6683  -2.8233  0.393
N  2.1427  4.1256  -1.7568  1.431
C  2.1691  4.5267  -0.4295  -0.427
O  1.9898  3.6610  0.4069  0.095
C  2.5436  5.9501  -0.0537  2.051
C  3.9177  6.2711  -0.6645  -1.533
C  2.6351  6.0103  1.4767  -1.792
C  1.5005  6.9747  -0.5189  -1.592
N  -0.3923  0.3184  -2.4606  0.194
C  -0.6457  -2.7329  -4.7009  -0.328
C  -1.9264  -2.9622  -5.2134  -0.640
C  -2.1239  -3.6399  -6.3955  -0.944
C  -1.0302  -4.1053  -7.1045  -0.952
C  0.2394  -3.8942  -6.6076  0.083
C  0.4528  -3.2141  -5.4078  -0.470
N  1.8078  -3.0785  -4.9832  0.718
C  2.4286  -3.9652  -4.1450  0.172
O  1.8531  -4.4779  -3.2057  -0.904
C  3.9141  -4.1951  -4.4661  1.945
C  4.7109  -2.9649  -4.0171  -1.396
C  4.1147  -4.4345  -5.9696  -1.807
C  4.4193  -5.4382  -3.7276  -1.642
H  -8.6513  0.1992  1.0491  0.466
H  -8.1753  -1.1791  2.0216  0.379
H  -8.0823  -1.2628  0.2541  0.382
H  -6.9279  1.3459  2.7400  0.536
H  -5.2107  0.9928  2.5300  0.033
H  -6.2668  -0.1853  3.3087  0.308
H  -7.0263  1.8631  0.2827  0.441
H  -6.6644  0.6138  -0.9106  0.399
H  -5.3518  1.3730  -0.0093  0.141
H  -6.4628  -2.2095  2.2823  0.252
H  -6.6683  -4.3388  2.6399  0.514
H  -5.6720  -6.5597  2.8761  0.435
H  -3.3092  -6.9224  2.2209  0.459
H  -1.9941  -5.0559  1.3332  0.657
H  -3.0999  -4.7614  -0.8653  0.777
H  -1.7578  -4.5144  -3.1614  0.777
H  0.2631  -0.4347  -5.6405  0.758
H  0.5459  2.1735  -5.0685  0.708
H  -2.4527  0.4339  4.3302  1.142
H  -3.3709  -1.9654  3.5518  0.702
H  -3.2152  3.2991  3.1945  0.570
H  -3.2246  4.6921  5.2314  0.479
H  -1.1765  4.8706  6.6028  0.458
H  0.8353  3.6083  5.9821  0.450
H  1.3468  2.0642  2.9296  -0.680
H  1.2115  -1.7816  5.2087  0.232
H  1.7717  -1.5684  6.8715  0.544
H  2.8791  -1.2885  5.5232  0.337
H  -0.7013  -0.0206  5.5509  0.158
H  -0.3177  1.4143  6.5101  0.341
H  -0.1383  -0.1854  7.2116  0.506
H  3.3866  0.9744  6.4524  0.393
H  2.2396  0.7263  7.7694  0.459
H  2.1067  2.1495  6.7383  0.189
H  -1.0864  4.5775  1.6840  0.759
H  -0.8146  5.0966  -0.9405  0.977
H  -1.5101  4.0025  -4.4452  0.609
H  -0.8097  6.0050  -5.7010  0.433
H  1.3239  7.1180  -5.1463  0.462
H  2.7348  6.2517  -3.3345  0.474
H  2.0523  3.1120  -1.7627  -1.311
H  4.7045  5.7773  -0.1004  0.294
H  4.0911  7.3441  -0.6275  0.461
H  3.9819  5.9365  -1.6953  0.187
H  3.3410  5.2713  1.8468  0.240
H  1.6660  5.8028  1.9263  0.292
H  2.9651  6.9954  1.7922  0.516
H  1.4396  7.0369  -1.6000  0.327
H  1.7766  7.9555  -0.1390  0.545
H  0.5163  6.7309  -0.1269  0.248
H  -2.7741  -2.5808  -4.6667  0.569
H  -3.1223  -3.8031  -6.7647  0.467
H  -1.1663  -4.6377  -8.0319  0.434
H  1.0971  -4.2608  -7.1518  0.501
H  2.4072  -2.7456  -5.7269  0.453
H  4.3003  -2.0496  -4.4344  0.256
H  5.7419  -3.0590  -4.3447  0.544
H  4.7070  -2.8840  -2.9344  0.112
H  3.8916  -3.5607  -6.5801  0.385
H  3.5030  -5.2667  -6.3104  0.356
H  5.1557  -4.6928  -6.1447  0.469
H  4.3144  -5.3420  -2.6496  0.178
H  5.4711  -5.5933  -3.9560  0.462
H  3.8685  -6.3195  -4.0468  0.457
Cl  2.2628  -0.5641  -2.3067  0.763
C  3.2601  0.7460  -1.7719  -0.186
C  4.1519  1.3807  -2.6158  -0.950
C  4.9735  2.3639  -2.0855  -1.110
C  4.9605  2.6423  -0.7300  -0.411
C  4.0705  1.9860  0.1094  -0.168
Cl  4.0919  2.2249  1.7994  -0.066
C  3.1429  1.0863  -0.4282  -0.696
S  1.9205  0.3454  0.6014  1.041
H  4.2259  1.1058  -3.6539  0.573
H  5.6515  2.8930  -2.7326  0.471
H  5.6515  3.3600  -0.3181  0.679
O  0.3211  -1.4686  1.6556  1.683
N  1.0096  -2.3900  2.2897  0.455
C  2.3343  -2.2809  2.4741  -0.771
C  3.0391  -3.2703  3.1305  -1.470
C  2.3793  -4.3934  3.6052  -0.972
C  1.0032  -4.4726  3.4250  -0.841
C  0.3442  -3.4585  2.7682  -0.185
H  2.7931  -1.3721  2.1195  0.848
H  4.1028  -3.1508  3.2627  0.627
H  2.9198  -5.1835  4.1000  0.519
H  0.4408  -5.3109  3.8059  0.618
H  -0.7238  -3.4601  2.6053  0.152
Cl  1.1099  -2.8850  -0.6390  0.281
C  2.6422  -3.7836  -0.4868  -0.414
Cl  3.9957  -2.6750  -0.2329  -0.120
H  2.7480  -4.3249  -1.4344  0.126
H  2.5675  -4.4517  0.3697  0.448



6.
Entry from the OMol25 dataset: the molecule C5H9NS in a non-equilibrium geometry (ωB97M-V/def2-TZVPD).

Results
* spin multiplicity: 1
* ΔE to the lowest compared entry with this formula, charge and spin: 107.64 kcal per mole
* orbital gap (alpha / beta): 7.743 / 7.815 eV

Last column: Mulliken charge in e.
Atoms and positions in Å:
C  -2.1895  0.4122  0.5773  -0.552
C  -1.4440  1.0861  -0.5594  -0.508
C  0.0298  -1.1075  0.1000  -0.457
C  1.1124  -0.4450  1.0441  -0.574
C  -1.2056  -0.3234  -0.2313  0.184
N  2.8801  -0.2310  -0.8636  -0.544
S  2.1959  0.6901  0.4316  0.046
H  -1.9704  0.6879  1.6013  0.223
H  -3.2330  0.1776  0.4156  0.222
H  -2.0030  1.3244  -1.4547  0.217
H  -0.6710  1.8154  -0.3409  0.185
H  0.5518  -1.3434  -0.8291  0.390
H  -0.2739  -2.0347  0.5886  0.310
H  0.7300  -0.1262  2.0050  0.353
H  3.3292  0.4030  -1.5148  0.261
H  3.5743  -0.8775  -0.5006  0.243